Record 1
C5H14NO2 | ωB97M-V/def2-TZVPD

* LUMO level: 0.0623 Eh
* HOMO level: -3.075 eV
* F_max: 4.30 eV/Å
* calculated total energy: -10989.4457 eV

ORCA input file:
```
! wB97M-V def2-TZVPD RIJCOSX def2/J DEFGRID3
* xyz -1 1
C -1.609 0.015 0.345
O -2.462 -1.073 0.288
C -0.242 -0.205 -0.330
C 0.588 1.037 -0.322
C 2.031 0.677 -0.299
C 2.488 -0.400 -1.229
N 1.347 -1.307 1.492
H -2.009 0.932 -0.098
H -1.410 0.261 1.402
H 0.328 -0.776 0.598
H -0.387 -0.725 -1.275
H 0.381 1.628 -1.219
H 0.353 1.680 0.537
H 2.105 -0.611 -0.092
H 2.722 1.516 -0.369
H 1.917 -0.721 -2.091
H 3.481 -0.170 -1.612
H 1.184 -0.900 2.411
H 2.344 -1.482 1.364
H -5.327 0.735 -0.095
H -3.390 -0.678 0.363
O -4.433 0.567 0.230
*
```

natural (NBO) population analysis, charges in e, atoms 1 to 5: -0.0254 -0.7900 -0.4961 -0.4746 -0.0881



Record 2
C25H26N4O4S | ωB97M-V/def2-TZVPD

* LUMO level: 0.0204 Eh
* HOMO level: -7.949 eV
* SMILES string: CCOc1ccc(C(=O)NCCn2cc(SCC(=O)Nc3cc(C)on3)c3ccccc32)cc1
* F_max: 1.24 eV/Å
* calculated total energy: -51333.2906 eV

ORCA input file:
```
! wB97M-V def2-TZVPD RIJCOSX def2/J DEFGRID3
* xyz 0 1
C 1.125 4.759 -2.263
C 2.126 3.708 -1.790
O 1.924 2.448 -2.404
C 0.932 1.634 -1.968
C 0.825 0.408 -2.633
C -0.140 -0.502 -2.271
C -1.050 -0.206 -1.255
C -2.086 -1.211 -0.922
O -1.896 -2.412 -1.014
N -3.292 -0.705 -0.548
C -4.353 -1.564 -0.090
C -4.436 -1.591 1.454
N -3.121 -1.732 2.014
C -2.361 -2.861 1.915
C -1.070 -2.593 2.268
S 0.269 -3.745 2.228
C 0.499 -3.906 0.417
C 1.558 -2.989 -0.156
O 2.321 -3.345 -1.024
N 1.542 -1.734 0.379
C 2.388 -0.706 0.046
C 3.415 -0.679 -0.933
C 3.920 0.583 -0.831
C 4.991 1.288 -1.577
O 3.257 1.254 0.128
N 2.305 0.446 0.672
C -1.007 -1.210 2.618
C 0.013 -0.367 3.057
C -0.281 0.960 3.275
C -1.571 1.456 3.079
C -2.601 0.640 2.659
C -2.314 -0.700 2.423
C -0.924 1.001 -0.576
C 0.058 1.910 -0.920
H 1.358 5.716 -1.805
H 0.109 4.479 -1.998
H 1.181 4.861 -3.344
H 2.114 3.607 -0.700
H 3.134 4.000 -2.097
H 1.524 0.191 -3.425
H -0.211 -1.454 -2.773
H -3.396 0.290 -0.443
H -4.111 -2.564 -0.460
H -5.309 -1.242 -0.510
H -4.874 -0.663 1.827
H -5.067 -2.427 1.768
H -2.787 -3.788 1.585
H 0.777 -4.939 0.217
H -0.455 -3.683 -0.066
H 0.876 -1.514 1.109
H 3.703 -1.477 -1.581
H 5.757 0.582 -1.883
H 5.429 2.063 -0.952
H 4.569 1.754 -2.467
H 1.007 -0.749 3.233
H 0.497 1.631 3.604
H -1.769 2.502 3.264
H -3.597 1.039 2.522
H -1.565 1.231 0.262
H 0.140 2.819 -0.347
*
```

natural (NBO) population analysis, charges in e, atoms 1 to 5: -0.6370 -0.0672 -0.5020 0.3332 -0.2579



Record 3
C6H10O | ωB97M-V/def2-TZVPD

* LUMO level: 0.0392 Eh
* HOMO level: -9.425 eV
* F_max: 0.45 eV/Å
* calculated total energy: -8429.5557 eV

ORCA input file:
```
! wB97M-V def2-TZVPD RIJCOSX def2/J DEFGRID3
* xyz 0 1
C -0.991 -1.680 0.287
C 0.279 -0.845 0.318
C 1.117 -0.277 -0.873
C 1.128 1.109 -0.160
O 0.256 2.051 -0.784
C -0.875 1.446 -0.127
C 0.025 0.581 0.783
H -1.650 -1.413 -0.546
H -1.522 -1.422 1.217
H -0.831 -2.763 0.282
H 0.989 -1.312 1.012
H 2.088 -0.752 -1.044
H 0.580 -0.202 -1.825
H 2.091 1.539 0.131
H -1.515 0.902 -0.836
H -1.479 2.193 0.397
H -0.125 0.723 1.855
*
```

natural (NBO) population analysis, charges in e, atoms 1 to 5: -0.6117 -0.2083 -0.4408 0.1226 -0.5292



Record 4
C4H11N3O | ωB97M-V/def2-TZVPD

* LUMO level: 0.0333 Eh
* HOMO level: -8.149 eV
* SMILES string: C=C(CO)NC(N)N
* F_max: 2.98 eV/Å
* calculated total energy: -10843.0589 eV

ORCA input file:
```
! wB97M-V def2-TZVPD RIJCOSX def2/J DEFGRID3
* xyz 0 1
C -1.314 1.661 0.998
C -0.171 1.041 0.607
C 0.608 0.341 1.707
O -0.182 -0.751 2.140
N 0.040 0.647 -0.679
C 0.695 -0.585 -1.114
N 0.005 -1.798 -0.720
N 0.847 -0.480 -2.544
H -1.361 2.147 1.958
H -1.939 2.151 0.267
H 0.749 1.053 2.532
H 1.574 -0.037 1.367
H -1.135 -0.317 2.168
H -0.575 1.057 -1.368
H 1.696 -0.623 -0.672
H -0.033 -1.882 0.293
H -0.951 -1.795 -1.064
H -0.044 -0.642 -3.005
H 1.491 -1.188 -2.872
*
```

natural (NBO) population analysis, charges in e, atoms 1 to 5: -0.5995 0.2205 -0.1201 -0.7322 -0.6137